# 1
{
  "formula": "C6H2Cl2N2",
  "method": "the ωB97M-V functional and the def2-TZVPD basis",
  "de_lowest_kj_mol": 215.3,
  "multiplicity": 1,
  "gap_ev": [7.49, 7.34],
  "species": ["C", "C", "C", "C", "C", "C", "N", "N", "Cl", "Cl", "H", "H"],
  "xyz": [[0.97139, 0.58612, -0.01606], [1.99037, -0.39822, 0.04891], [-1.40603, -0.49354, 0.06826], [-0.39825, 0.51848, -0.02039], [1.85459, -1.72473, -0.04471], [-2.60488, 0.12611, 0.02280], [-1.10136, 1.71795, -0.11648], [-2.35731, 1.48332, -0.09230], [2.90473, -2.97628, -0.00825], [-4.18243, -0.46899, 0.07708], [1.33167, 1.60762, -0.06357], [2.99752, 0.02215, 0.14471]]
}


# 2
{
  "formula": "C6H2Cl4I2",
  "method": "the ωB97M-V functional and the def2-TZVPD basis",
  "multiplicity": 1,
  "gap_ev": 7.82,
  "species": ["C", "C", "C", "C", "C", "C", "Cl", "Cl", "Cl", "Cl", "I", "I", "H", "H"],
  "xyz": [[1.58337, -0.15368, -0.42120], [1.17311, 0.09758, 0.82069], [0.63500, -0.18550, -1.48246], [-0.67676, -0.12269, -1.20670], [-0.21715, 0.51992, 1.12684], [-1.16789, -0.30751, 0.33433], [1.21101, -0.12299, -3.03606], [-1.87236, -0.18355, -2.35010], [-0.56533, 0.43422, 2.87627], [-2.89634, 0.10421, 0.47280], [-0.57139, 2.62146, 0.62281], [-0.98127, -2.43054, 0.94991], [2.66601, -0.34483, -0.45885], [1.68000, 0.07390, 1.75172]]
}


# 3
{
  "formula": "C6H2CrO12S2",
  "method": "the ωB97M-V functional and the def2-TZVPD basis",
  "de_lowest_kj_mol": 0.0,
  "multiplicity": 5,
  "charge": -4,
  "gap_ev": [5.03, 5.67],
  "species": ["Cr", "S", "O", "O", "O", "O", "S", "O", "O", "O", "O", "C", "C", "C", "O", "C", "C", "C", "O", "O", "O", "H", "H"],
  "xyz": [[10.01908, -3.78394, -13.85283], [9.69533, -1.46328, -15.36175], [9.57278, -1.78024, -13.89455], [10.62144, -0.35041, -15.63271], [10.26841, -2.77873, -15.85020], [8.40614, -1.28023, -16.03852], [8.72081, -5.61298, -15.51322], [7.85346, -6.74200, -15.15641], [8.22268, -4.27328, -15.06063], [10.00849, -5.66810, -14.73236], [8.88929, -5.51098, -16.97658], [9.95733, -7.20465, -9.55024], [11.15747, -7.36386, -8.84123], [12.45907, -6.74166, -9.47184], [13.54359, -7.27449, -9.18079], [12.27846, -5.73283, -10.45396], [11.07381, -5.58945, -11.16681], [9.85291, -6.41980, -10.72960], [8.79588, -6.24476, -11.33110], [10.99250, -4.76927, -12.11822], [11.33838, -8.22126, -7.93868], [9.08697, -7.66675, -9.09728], [13.15497, -5.21907, -10.83717]]
}


# 4
{
  "formula": "C6H2InO4",
  "method": "the ωB97M-V functional and the def2-TZVPD basis",
  "de_lowest_kj_mol": 296.4,
  "multiplicity": 1,
  "charge": 1,
  "gap_ev": 4.67,
  "species": ["In", "C", "C", "C", "O", "C", "C", "C", "O", "O", "O", "H", "H"],
  "xyz": [[5.71914, 5.00372, 1.16902], [0.50424, -1.37531, -0.66433], [0.75289, 0.03556, -0.66242], [-0.33339, 1.11554, -0.14952], [0.04018, 2.34844, 0.00979], [-1.52425, 0.47560, 0.42735], [-1.68922, -0.88310, 0.43695], [-0.64758, -1.88231, -0.15792], [-0.87683, -3.20617, -0.20449], [-2.55078, -1.23619, 1.28459], [1.78645, 0.48346, -1.04336], [1.06491, -2.01811, -1.32679], [-2.24575, 1.13887, 0.88113]]
}


# 5
{
  "formula": "C6H32AgB2N12O6",
  "method": "the ωB97M-V functional and the def2-TZVPD basis",
  "de_lowest_kj_mol": 235.8,
  "multiplicity": 2,
  "gap_ev": [9.19, 5.26],
  "species": ["Ag", "B", "H", "H", "H", "H", "B", "H", "H", "H", "H", "C", "O", "N", "N", "H", "H", "H", "H", "C", "O", "N", "N", "H", "H", "H", "H", "C", "O", "N", "N", "H", "H", "H", "H", "C", "O", "N", "N", "H", "H", "H", "H", "C", "O", "N", "N", "H", "H", "H", "H", "C", "O", "N", "N", "H", "H", "H", "H"],
  "xyz": [[-1.18083, -1.73914, -0.07235], [-2.51382, -1.40178, 1.81421], [-2.66376, -0.50039, 1.24041], [-1.51147, -1.43790, 2.21199], [-3.13774, -1.27603, 2.68550], [-2.83279, -2.30218, 1.31242], [0.22400, 0.25682, -0.25426], [0.82055, 0.15390, 0.63893], [0.40441, -0.59358, -0.89341], [-0.82794, 0.30202, -0.01845], [0.55779, 1.13846, -0.77918], [-1.95857, 3.05667, 2.74083], [-2.30528, 3.70032, 1.72998], [-1.59916, 3.47883, 3.92899], [-2.03835, 1.78331, 2.71536], [-1.35225, 4.45807, 3.91409], [-1.01381, 2.86909, 4.48187], [-1.73515, 1.20552, 3.48629], [-2.49895, 1.32826, 1.94020], [0.01260, -2.06425, -3.34737], [-0.43723, -2.42030, -2.29833], [0.97510, -2.62221, -4.01085], [-0.33499, -0.96978, -3.95483], [0.98695, -2.31474, -4.97284], [1.68123, -3.18650, -3.56023], [-1.02165, -0.36499, -3.52724], [-0.21008, -0.87850, -4.95291], [-3.27594, 0.36451, -1.69522], [-2.64793, -0.67982, -1.57239], [-3.02048, 1.52302, -1.00939], [-4.42235, 0.38125, -2.37471], [-2.15209, 1.53781, -0.49384], [-3.58516, 2.36019, -0.98989], [-4.72328, -0.54001, -2.65900], [-4.99236, 1.21500, -2.38199], [3.53786, -0.48896, -2.06340], [4.62727, -0.52079, -2.53699], [2.53839, 0.23205, -2.45766], [3.07858, -1.26161, -1.14141], [1.62366, 0.19186, -2.03134], [2.71091, 0.80748, -3.26958], [3.66029, -1.90160, -0.61976], [2.07621, -1.28929, -1.02062], [1.41187, -3.10199, 1.41580], [0.55744, -3.13235, 0.49173], [1.54482, -4.02486, 2.27842], [2.30222, -2.13643, 1.72212], [1.01994, -4.85859, 2.05591], [2.29433, -3.88970, 2.94179], [2.82193, -2.11319, 2.58784], [2.51210, -1.46087, 1.00124], [2.25091, 3.26281, 1.73435], [2.82223, 4.14092, 2.21487], [1.60273, 3.41841, 0.57460], [2.25516, 2.00959, 2.13261], [1.48892, 4.37117, 0.25933], [1.15113, 2.74433, -0.02688], [1.67051, 1.28499, 1.74116], [2.77122, 1.89545, 2.99328]]
}


# 6
{
  "formula": "C6H32F6N6O10S2",
  "method": "the ωB97M-V functional and the def2-TZVPD basis",
  "de_lowest_kj_mol": 86.7,
  "multiplicity": 1,
  "gap_ev": 7.62,
  "species": ["N", "H", "H", "H", "H", "N", "H", "H", "H", "H", "N", "H", "H", "H", "H", "N", "H", "H", "H", "H", "N", "H", "H", "H", "H", "N", "H", "H", "H", "H", "C", "F", "F", "F", "S", "O", "O", "O", "C", "F", "F", "F", "S", "O", "O", "O", "O", "C", "C", "O", "H", "H", "H", "H", "O", "C", "C", "O", "H", "H", "H", "H"],
  "xyz": [[2.65407, -7.69403, -6.38400], [3.27548, -6.93483, -6.75964], [2.58221, -7.44284, -5.38981], [3.15968, -8.57346, -6.41072], [1.79822, -7.65324, -6.93734], [1.45592, -4.68417, -6.65271], [1.05873, -5.61605, -6.73484], [1.81963, -4.47219, -7.60742], [2.26810, -4.63384, -6.04571], [0.76921, -3.93255, -6.42764], [4.46484, -3.73938, -5.06261], [3.95720, -2.86990, -5.34497], [4.36683, -4.53694, -5.73104], [4.00302, -4.10673, -4.21606], [5.41412, -3.50026, -4.79974], [-1.88856, -4.26755, -4.95675], [-2.49686, -3.73265, -4.34534], [-1.30764, -3.66678, -5.61250], [-2.52803, -4.86258, -5.52257], [-1.23765, -4.83640, -4.38852], [2.91249, -1.71366, -8.70864], [3.86900, -1.43617, -8.93030], [2.84371, -2.67911, -9.09559], [2.35607, -0.95749, -9.08925], [2.82138, -1.73648, -7.66534], [0.04487, -3.68247, -8.96060], [-0.55345, -4.47048, -8.71081], [-0.29899, -3.22178, -9.79285], [0.98909, -4.07150, -9.11460], [0.05706, -3.14890, -8.06444], [1.53469, -5.97983, -1.46266], [0.43053, -6.60357, -1.09576], [1.49908, -4.78881, -0.85508], [2.60500, -6.70690, -1.16519], [1.49767, -5.65314, -3.35171], [2.48203, -4.59916, -3.59293], [1.91014, -6.90909, -3.91683], [0.14481, -5.25809, -3.70579], [-2.57928, -8.31859, -8.19354], [-1.78927, -9.17019, -8.85788], [-3.52564, -7.88608, -9.01467], [-3.17085, -9.04985, -7.24004], [-1.56037, -6.90482, -7.33368], [-1.24025, -5.91127, -8.31038], [-2.46138, -6.39032, -6.33391], [-0.34098, -7.52513, -6.81724], [2.56333, -3.64074, -9.21694], [3.76115, -4.37356, -9.33613], [4.21804, -5.52139, -8.37874], [3.93693, -5.60666, -7.00867], [4.58312, -3.63504, -9.37830], [3.85682, -4.82921, -10.32995], [5.26966, -5.76021, -8.59207], [3.71460, -6.43925, -8.74208], [2.79916, -1.69916, -5.94036], [1.56205, -1.24574, -5.43505], [0.21066, -1.38630, -6.23710], [-0.27987, -2.64238, -6.66048], [1.70730, -0.20784, -5.08703], [1.58400, -1.62365, -4.39795], [0.26903, -0.77140, -7.14841], [-0.52294, -0.86856, -5.60415]]
}


Which energy belongs to each record? In order, -34271.876; -72543.965; -80910.879; -19603.947; -42255.498; -74129.481 eV.